*A*
This record from the Open Molecules 2025 dataset describes 2 unconnected molecules or ions with the total composition C3H8O2P. The level of theory is ωB97M-V/def2-TZVPD.

Properties
Charge: -1
Orbital gap (spin up / spin down) (eV): 8.58 / 4.20

Atoms and positions in Å:
C 0.311 -1.277 -0.227
C 1.810 1.892 -0.293
C -0.623 -0.744 0.886
O -2.219 0.052 -1.393
O -3.145 0.709 0.864
P -1.938 0.318 0.051
H 1.027 -1.891 0.170
H -0.358 -1.715 -0.975
H 0.812 -0.550 -0.653
H 1.958 2.402 -1.239
H 0.885 1.380 -0.191
H 2.729 1.249 0.077
H -0.188 -0.134 1.618
H -1.061 -1.692 1.306

---

*B*
This record from the Open Molecules 2025 dataset describes a molecular structure, C3H8O2P. The level of theory is ωB97M-V/def2-TZVPD.

Properties
Charge: -1
Orbital gap (eV): 6.91

Atoms and positions in Å:
C -0.224 -0.519 1.606
C 0.481 1.496 -0.721
C 0.059 -1.153 0.303
O 0.679 -0.835 -2.991
O -1.882 0.084 -1.303
P -0.375 -0.053 -1.123
H -0.261 0.649 1.657
H -1.303 -0.617 1.904
H 0.294 -1.073 2.447
H 0.285 2.240 -1.522
H 0.071 1.784 0.194
H 1.507 1.349 -0.670
H -0.442 -2.051 0.177
H 1.111 -1.300 0.043

---

*C*
This record from the Open Molecules 2025 dataset describes a gas-phase ion, C3H8O2P (charge -1). The level of theory is ωB97M-V/def2-TZVPD.

Properties
SMILES: CC(C)P([O-])O
Charge: -1
Orbital gap (eV): 7.18

Atoms and positions in Å:
C -1.104 0.913 -0.432
C -0.083 -0.193 -0.005
C -0.765 -0.887 1.177
P 1.657 0.412 0.246
O 2.425 -0.846 0.405
O 1.932 0.837 -1.648
H -1.232 1.379 0.478
H -0.471 1.501 -1.068
H -2.070 0.662 -0.915
H -0.157 -1.057 -0.790
H -0.957 -0.163 1.900
H -0.048 -1.436 1.656
H -1.644 -1.299 0.859
H 2.518 0.177 -1.864

---

Which of them is most stable, and which least? Most stable: *C*; least stable: *B*.

---

*A*
This record from the Open Molecules 2025 dataset describes a molecular structure, CH3NO2S2. The level of theory is ωB97M-V/def2-TZVPD.

Properties
Orbital gap (spin up / spin down) (eV): 8.71 / 8.71

Atoms and positions in Å:
C 0.197 0.419 0.860
N 0.815 -0.755 -0.464
O 2.027 -0.275 -0.876
O -0.279 -0.588 -1.441
S 0.842 1.862 0.896
S -1.052 -0.307 1.750
H 2.124 0.695 -1.093
H -0.487 -1.503 -1.766
H -1.029 0.767 2.788

---

*B*
This record from the Open Molecules 2025 dataset describes 2 unconnected molecules or ions with the total composition CH3NO2S2. The level of theory is ωB97M-V/def2-TZVPD.

Properties
Orbital gap (eV): 9.32

Atoms and positions in Å:
C 2.411 0.218 -0.308
N -3.143 -0.343 -0.016
O 0.265 -1.148 -0.403
O -1.120 0.955 0.746
S 1.311 -0.656 0.513
S -1.765 0.209 -0.328
H 3.238 0.613 0.250
H 2.352 0.422 -1.362
H -3.550 -0.270 0.908

---

*C*
This record from the Open Molecules 2025 dataset describes a molecular structure, CH3NO2S2. The level of theory is ωB97M-V/def2-TZVPD.

Properties
Orbital gap (spin up / spin down) (eV): 7.27 / 7.16

Atoms and positions in Å:
C 0.043 0.322 0.005
N -0.618 -0.905 -0.122
O -3.315 -0.205 -1.007
O -1.753 -1.118 0.755
S -1.135 1.863 0.140
S -3.065 -0.044 0.390
H 0.371 0.379 0.963
H 0.801 0.524 -0.769
H -1.028 -1.314 -0.992

---

Which of them is most stable, and which least? Most stable: *B*; least stable: *A*.

---

*A*
This record from the Open Molecules 2025 dataset describes a molecular structure, C2H10N2. The level of theory is ωB97M-V/def2-TZVPD.

Properties
Orbital gap (eV): 9.86

Atoms and positions in Å:
C 2.648 0.324 -0.188
C -1.960 0.567 0.206
H 1.050 -0.976 0.146
H 2.364 -1.661 -0.198
H 3.686 0.571 0.129
H 2.836 0.122 -1.185
H 2.175 1.344 0.026
H -2.953 -1.332 0.337
H -3.689 -0.385 -0.627
H -1.027 1.045 -0.467
H -2.903 1.724 0.275
H -1.641 0.157 1.464
N 1.944 -0.781 0.364
N -2.529 -0.719 -0.283

---

*B*
This record from the Open Molecules 2025 dataset describes 2 unconnected molecules or ions with the total composition C2H10N2. The level of theory is ωB97M-V/def2-TZVPD.

Properties
SMILES: CN.CN
Orbital gap (eV): 10.06

Atoms and positions in Å:
C -1.398 0.180 1.567
N -2.000 1.485 1.133
H -2.174 -0.540 1.842
H -0.878 0.318 2.515
H -0.750 -0.254 0.798
H -1.216 2.131 1.027
H -2.182 1.261 0.153
C 2.087 -0.538 -1.404
N 0.719 -0.657 -0.886
H 2.090 0.319 -2.077
H 2.389 -1.418 -1.989
H 2.801 -0.436 -0.597
H 0.057 -0.285 -1.547
H 0.456 -1.565 -0.533

---

Which of them is most stable, and which least? Most stable: *B*; least stable: *A*.

---

*A*
This record from the Open Molecules 2025 dataset describes 2 unconnected molecules or ions with the total composition C5H16NO. The level of theory is ωB97M-V/def2-TZVPD.

Properties
Charge: +1
Orbital gap (eV): 11.75

Atoms and positions in Å:
C 0.792 -0.865 0.182
C -0.212 0.038 -0.471
C -1.364 -0.705 -1.138
C 0.537 0.979 -1.442
C -0.022 2.401 -1.454
N 0.152 -1.802 1.164
H 1.306 -1.535 -0.503
H 1.540 -0.282 0.720
H -0.621 0.656 0.328
H -1.310 -0.722 -2.217
H -2.350 -0.508 -0.757
H -1.268 -1.809 -1.030
H 0.404 0.574 -2.428
H 1.610 1.000 -1.285
H 0.522 3.086 -0.801
H -1.078 2.490 -1.294
H 0.153 2.841 -2.434
H 0.758 -2.615 1.210
H -0.810 -2.014 0.902
H 0.095 -1.427 2.145
H 1.185 0.193 3.623
H -0.368 0.330 3.452
O 0.350 -0.306 3.529

---

*B*
This record from the Open Molecules 2025 dataset describes 3 unconnected molecules or ions with the total composition C5H16NO. The level of theory is ωB97M-V/def2-TZVPD.

Properties
Charge: +1
Orbital gap (eV): 4.47

Atoms and positions in Å:
C -1.651 -0.559 0.526
C -1.025 -0.898 -0.905
C 0.530 -0.522 -0.930
C 1.432 -0.979 0.292
C 1.264 -2.373 0.797
N -0.580 3.066 -1.105
H -2.290 -1.451 0.737
H -2.233 0.389 0.473
H -1.019 -2.045 -1.018
H -1.433 -0.161 -1.666
H 1.043 -1.019 -1.769
H 0.741 0.578 -0.964
H 2.446 -0.841 -0.020
H 1.181 -0.273 1.129
H 1.128 -3.129 0.059
H 0.147 -2.507 1.226
H 2.152 -2.677 1.529
H -0.890 -0.316 1.280
H 0.021 3.891 -0.974
H -1.516 3.407 -1.243
H 0.450 2.205 1.704
H -0.632 2.449 -0.272
O 0.183 1.503 1.105

---

*C*
This record from the Open Molecules 2025 dataset describes 2 unconnected molecules or ions with the total composition C5H16NO. The level of theory is ωB97M-V/def2-TZVPD.

Properties
Charge: +1
Orbital gap (eV): 10.53

Atoms and positions in Å:
C -0.346 1.520 2.176
N 0.624 1.305 1.059
C 1.095 2.587 0.444
H -0.622 0.564 2.609
H 0.129 2.138 2.931
H -1.220 2.017 1.765
H 0.172 0.708 0.356
H 1.417 0.742 1.374
H 0.233 3.065 -0.008
H 1.847 2.364 -0.307
H 1.531 3.193 1.231
C -0.305 -1.907 -2.388
C -0.597 -1.247 -1.058
C 0.242 -1.790 0.086
O -1.961 -1.362 -0.658
H -1.095 -1.693 -3.108
H -0.194 -2.988 -2.288
H 0.632 -1.542 -2.807
H -0.425 -0.161 -1.197
H 1.279 -1.446 0.028
H 0.215 -2.878 0.094
H -0.166 -1.475 1.050
H -2.486 -1.712 -1.385

---

Which of them is most stable, and which least? Most stable: *A*; least stable: *B*.

---

*A*
This record from the Open Molecules 2025 dataset describes 2 unconnected molecules or ions with the total composition C5H16NO. The level of theory is ωB97M-V/def2-TZVPD.

Properties
Charge: +1
Orbital gap (eV): 10.58

Atoms and positions in Å:
C 0.084 1.297 -0.568
C -1.265 0.418 -0.190
C -0.919 -1.058 0.204
C -0.294 -1.012 1.599
C -0.894 -0.232 2.772
N 0.484 0.956 -1.940
H 0.764 1.055 0.169
H -0.326 2.316 -0.578
H -1.725 0.794 0.763
H -2.067 0.634 -0.863
H -1.733 -1.842 0.073
H -0.062 -1.332 -0.510
H -0.230 -2.086 1.951
H 0.871 -0.946 1.550
H -1.126 0.774 2.495
H -0.189 -0.175 3.536
H -1.910 -0.729 3.147
H 1.551 0.895 -1.946
H -0.006 0.076 -2.159
H 0.117 1.677 -2.641
H 2.336 -0.973 -2.633
H 3.724 -0.210 -2.179
O 2.815 -0.298 -2.051

---

*B*
This record from the Open Molecules 2025 dataset describes 2 unconnected molecules or ions with the total composition C5H16NO. The level of theory is ωB97M-V/def2-TZVPD.

Properties
Charge: +1
Orbital gap (eV): 10.29

Atoms and positions in Å:
C 1.223 -1.110 -1.015
O 1.362 -0.738 -2.429
C 1.776 0.057 -0.215
C 1.797 -0.217 1.350
H 0.150 -1.204 -0.826
H 1.662 -2.078 -0.743
H 1.346 -1.546 -2.960
H 2.796 0.164 -0.632
H 1.222 1.008 -0.361
H 2.564 -0.934 1.567
H 1.877 0.703 1.956
H 0.856 -0.757 1.695
C -2.560 0.406 -0.385
C -2.349 0.462 1.126
N -1.043 1.086 1.333
H -3.589 0.035 -0.490
H -2.455 1.399 -0.823
H -1.811 -0.210 -0.850
H -3.076 1.074 1.651
H -2.357 -0.546 1.643
H -0.339 0.480 0.853
H -0.730 1.099 2.286
H -1.038 2.029 0.967

---

Which of them is most stable, and which least? Most stable: *B*; least stable: *A*.

---

*A*
This record from the Open Molecules 2025 dataset describes a molecular structure, CH2N2O2. The level of theory is ωB97M-V/def2-TZVPD.

Properties
Orbital gap (spin up / spin down) (eV): 8.57 / 8.57

Atoms and positions in Å:
C -0.855 -0.205 0.058
N 0.817 1.343 0.329
N -0.015 -0.998 0.533
O 1.591 0.625 -0.070
O 1.051 -0.981 -0.307
H -0.822 0.104 -1.017
H -1.766 0.112 0.475

---

*B*
This record from the Open Molecules 2025 dataset describes a single CH2N2O2 molecule. The level of theory is ωB97M-V/def2-TZVPD.

Properties
SMILES: O=C1NN1O
Orbital gap (eV): 10.75

Atoms and positions in Å:
O -1.951 0.279 -0.149
C -0.881 -0.106 0.120
N -0.009 -1.055 0.180
N 0.326 0.215 0.788
O 1.251 1.067 0.109
H 0.366 -1.817 -0.352
H 0.899 1.417 -0.697

---

Which of them is most stable, and which least? Most stable: *B*; least stable: *A*.

---

*A*
This record from the Open Molecules 2025 dataset describes a single CH2N2O2 molecule. The level of theory is ωB97M-V/def2-TZVPD.

Properties
SMILES: O=c1[nH]o[nH]1
Orbital gap (eV): 10.45

Atoms and positions in Å:
O 0.808 0.304 2.049
C 0.601 0.191 0.866
N 0.654 -0.900 -0.016
O 0.098 -0.046 -1.031
N 0.198 1.026 -0.147
H -0.035 -1.631 0.023
H -0.450 1.812 -0.090

---

*B*
This record from the Open Molecules 2025 dataset describes a single CH2N2O2 molecule. The level of theory is ωB97M-V/def2-TZVPD.

Properties
Orbital gap (spin up / spin down) (eV): 9.07 / 8.42

Atoms and positions in Å:
C -1.907 -0.194 0.029
N 0.803 0.721 -0.208
N -1.447 1.211 -0.071
O -3.090 -0.385 -0.027
O -0.208 1.463 0.104
H 1.646 1.129 0.083
H -1.348 -1.206 0.170

---

Which of them is most stable, and which least? Most stable: *A*; least stable: *B*.